{"formula": "C3H4N2O", "method": "ωB97M-V with the def2-TZVPD basis set", "species": ["H", "N", "N", "C", "O", "C", "H", "H", "C", "H"], "coordinates": [[-0.1886, -2.1366, -0.0421], [-1.5664, 1.8069, 0.2957], [1.5743, 0.0243, -0.2279], [-0.6650, 1.0109, 0.1402], [-1.9178, -1.0833, 0.2347], [0.1759, -0.0317, -0.0228], [1.8355, -0.3441, -1.1375], [2.0731, -0.4842, 0.4955], [-0.7075, -1.1682, 0.0619], [-0.6134, 2.4060, 0.2023]], "atomic_forces_ev_per_a": [[-0.05, -0.21, -0.01], [1.42, 0.51, -0.17], [0.08, -0.20, -0.03], [-0.56, -0.35, 0.02], [0.40, -0.29, -0.06], [-0.35, -0.26, 0.04], [0.03, 0.09, 0.20], [0.00, 0.15, -0.17], [-0.14, -0.32, 0.01], [-0.83, 0.87, 0.18]], "e_above_lowest_kcal_mol": 95.69, "e_tot_ha": -301.33474, "largest_force_ha_per_bohr": 0.030, "gap_ha": 0.3342, "spin_multiplicity": 1}

---

{"formula": "C5H14N2", "method": "ωB97M-V with the def2-TZVPD basis set", "species": ["H", "C", "H", "H", "H", "H", "H", "N", "H", "H", "H", "C", "H", "N", "C", "C", "H", "H", "H", "C", "H"], "coordinates": [[0.8135, -1.8535, 0.6102], [-0.5942, -0.2830, 0.5756], [0.3655, -2.7835, -1.5837], [-1.1249, -3.6085, 0.4656], [0.8690, 3.9435, -0.4960], [1.2463, 3.3189, 1.0049], [2.1053, 2.6884, -0.5280], [0.5082, 0.6405, 0.3536], [0.6315, -1.0065, -1.5459], [-0.8071, 2.2290, 0.1582], [-1.4319, -2.6714, 1.8075], [1.1887, 2.9956, -0.0416], [-1.4518, 0.0456, -0.0236], [-1.1868, -2.6712, 0.8312], [0.1356, 1.9263, -0.3006], [-0.2480, -1.7750, 0.2511], [0.0825, 1.6945, -1.3642], [0.8391, 0.8911, 1.2787], [-1.0051, -1.6130, -1.7915], [-0.0425, -1.8192, -1.2740], [-0.8929, -0.2886, 1.6124]], "atomic_forces_ev_per_a": [[-0.63, -0.30, 0.32], [-0.36, -0.80, -0.36], [-0.03, 0.10, -0.22], [-0.02, -0.01, 0.14], [0.02, -0.29, -0.38], [0.48, -0.76, 0.01], [0.50, 0.12, 0.46], [0.48, 0.45, 0.41], [0.17, -0.20, 0.11], [-0.38, 0.33, -0.61], [0.52, 0.38, 0.01], [-0.94, 0.66, -0.47], [-0.08, -0.26, 0.06], [-0.82, -0.72, -1.04], [0.35, -0.92, 1.06], [2.05, 2.36, -0.27], [-0.47, 0.38, -0.05], [0.35, -0.03, -0.14], [0.44, -0.37, 0.18], [-1.32, -0.38, 0.21], [-0.34, 0.28, 0.57]], "smiles": "CCNC[C@H](C)N", "e_above_lowest_kcal_mol": 23.08, "e_tot_ha": -308.38628, "largest_force_ha_per_bohr": 0.061, "gap_ha": 0.3629, "spin_multiplicity": 1}

---

{"formula": "C10H14N2O", "method": "ωB97M-V with the def2-TZVPD basis set", "species": ["H", "C", "C", "H", "C", "H", "C", "H", "C", "H", "O", "C", "H", "H", "H", "H", "H", "N", "H", "C", "C", "H", "H", "C", "H", "C", "N"], "coordinates": [[-1.2376, -0.3147, -1.7246], [0.6612, -0.5946, -0.4776], [-1.5852, 0.7708, 2.6391], [0.3592, -1.7431, -0.4086], [-0.8012, 0.5363, 1.4593], [-0.2078, 1.2490, -1.2478], [-2.8282, 0.6707, 0.1174], [-3.6110, 1.1368, 3.4960], [0.6161, 0.3581, 1.5026], [0.4319, -1.1871, 2.4857], [1.1189, -0.5329, 2.4125], [-1.3902, 0.4699, 0.1993], [-3.2273, 0.7599, -0.9194], [1.1214, -0.3160, -3.0454], [-4.5261, 1.1998, 1.0852], [2.7968, -0.8216, 0.6515], [2.9754, -0.3109, -3.0150], [2.9235, -1.0461, -0.3956], [-1.1649, 0.7556, 3.6744], [2.0736, 0.0087, -2.4836], [-2.9246, 0.9398, 2.5859], [2.8301, -2.0748, -0.6494], [2.2672, 1.1718, -2.5567], [-3.4716, 0.9674, 1.2826], [1.3097, 1.1445, 1.4432], [-0.5615, 0.2465, -1.0202], [1.8845, -0.3412, -1.0269]], "atomic_forces_ev_per_a": [[1.10, 0.99, -0.02], [-2.56, 0.81, 1.54], [1.44, -0.63, 1.07], [0.59, 1.86, 0.45], [-1.92, 0.71, 0.44], [0.04, -0.10, -1.08], [3.34, 0.39, -0.55], [1.47, -0.40, -1.65], [1.16, -3.21, -3.11], [-0.23, -0.81, 0.40], [0.20, 0.02, 0.79], [-2.78, 0.23, 0.99], [-0.23, -0.23, 1.20], [1.62, 0.73, 0.61], [0.16, -0.07, 0.79], [0.38, -1.17, -2.17], [-0.16, -0.99, 0.72], [0.01, -0.37, 0.90], [0.27, 0.03, -1.20], [-1.22, 2.04, 0.43], [-2.14, 0.74, -0.33], [0.09, 1.33, 1.12], [-1.01, -1.97, 0.04], [-2.47, 0.02, -0.37], [0.57, 1.33, -0.47], [0.60, -1.64, 1.52], [1.70, 0.38, -2.04]], "e_above_lowest_kcal_mol": 120.75, "e_tot_ha": -574.02676, "largest_force_ha_per_bohr": 0.090, "gap_ha": 0.2882, "spin_multiplicity": 1}

---

{"formula": "C5H10N", "method": "ωB97M-V with the def2-TZVPD basis set", "species": ["H", "C", "H", "H", "C", "C", "H", "N", "H", "H", "H", "H", "C", "H", "H", "C"], "coordinates": [[0.2134, 0.6238, 2.1198], [-0.4081, 0.7533, 1.2299], [2.2598, 0.4132, -2.6848], [-1.2127, -1.0198, -1.3648], [0.0326, 0.3052, -0.1270], [2.1409, -0.1541, -1.7773], [-1.3298, -0.9320, 2.3725], [-1.6439, 0.0020, 1.8661], [-2.2816, -0.0430, 1.1020], [2.3973, -1.0946, -2.2654], [2.8805, 0.1008, -1.0544], [-2.0832, 0.5681, 2.6442], [-0.6701, -0.0884, -1.4768], [-0.7066, 1.8331, 1.1515], [-1.0524, 0.7148, -2.0361], [0.8497, -0.2155, -1.1272]], "atomic_forces_ev_per_a": [[1.10, 0.45, -0.88], [0.32, 0.88, 0.71], [-0.71, 1.22, -0.02], [-0.30, 0.07, -0.73], [1.48, -2.74, -2.39], [0.69, -1.39, -0.43], [-1.07, 2.00, -2.00], [1.23, -0.46, 1.87], [-1.17, -1.08, -0.47], [0.02, -0.67, 0.63], [0.79, 0.17, 0.30], [0.62, -0.46, -1.17], [1.91, -1.04, 2.86], [0.03, -0.98, 0.25], [-0.45, 0.68, -1.07], [-4.50, 3.35, 2.56]], "smiles": "CC1=C(C[NH3+])C1", "e_above_lowest_kcal_mol": 76.22, "e_tot_ha": -250.88383, "largest_force_ha_per_bohr": 0.120, "total_charge": 1, "gap_ha": 0.3283, "spin_multiplicity": 1}